[1]
19
Properties=species:S:1:pos:R:3:lowdin_charge:R:1 method="wB97M-V/def2-TZVPD" e_above_lowest_kj_mol=27.8 total_charge=+1 gap_ev=9.47
Ag 0.41 -0.02 -0.01 0.7324
O 1.54 0.84 -1.81 -0.1006
H 2.08 0.17 -2.29 0.0804
H 2.11 1.51 -1.36 0.0881
O 2.02 -1.83 0.16 -0.0601
H 2.04 -2.16 1.04 0.0329
H 2.96 -1.72 -0.03 0.0674
O -1.74 1.38 -0.82 -0.0529
H -1.94 2.26 -0.46 0.0720
H -2.15 1.45 -1.65 0.0317
O -0.60 -1.35 1.77 -0.0552
H -1.34 -1.91 1.50 0.0567
H -1.11 -0.67 2.21 0.0484
O -1.10 -1.29 -1.38 -0.0420
H -1.52 -1.91 -0.80 0.0423
H -1.74 -0.62 -1.56 0.0119
O 0.29 1.91 1.58 -0.0786
H -0.54 2.40 1.43 0.0560
H 0.35 1.57 2.49 0.0692

=====

[2]
2
Properties=species:S:1:pos:R:3:lowdin_charge:R:1 method="wB97M-V/def2-TZVPD" spin_multiplicity=2 e_above_lowest_kj_mol=1.9 total_charge=+1 gap_ev="9.35 / 6.72" s2=0.753
Ag 0.99 0.02 1.00 0.5721
I -0.99 -0.02 -1.00 0.4279

=====

[3]
33
Properties=species:S:1:pos:R:3:lowdin_charge:R:1 method="wB97M-V/def2-TZVPD" spin_multiplicity=2 total_charge=+1 gap_ev="10.62 / 3.18" s2=0.757
Al 10.90 1.12 0.83 1.1529
B 11.63 3.88 -0.35 -0.4206
H 11.31 3.37 -1.24 -0.0212
H 11.92 4.86 -0.70 0.0235
H 10.79 3.94 0.32 -0.0283
H 12.45 3.35 0.12 -0.0360
O 10.99 4.29 -3.68 -0.0410
H 11.04 4.22 -2.72 -0.0398
H 10.21 4.81 -3.84 0.0405
O 10.54 0.93 -2.19 -0.0987
H 11.11 1.45 -2.75 0.0338
H 10.04 0.38 -2.79 0.0572
O 13.03 1.69 2.83 -0.1069
H 13.21 2.63 2.88 0.0462
H 13.53 1.31 3.55 0.0553
O 13.18 0.92 -0.99 -0.0963
H 13.27 0.14 -1.53 0.0586
H 13.77 1.56 -1.38 0.0510
O 13.75 7.54 -1.88 0.2202
H 13.91 6.67 -1.52 0.0474
H 12.94 7.83 -1.45 0.0463
O 11.03 7.60 -1.59 -0.0138
H 10.82 6.72 -1.27 0.0279
H 10.20 7.96 -1.88 0.0694
O 11.43 6.30 1.66 -0.0257
H 11.35 5.57 1.04 -0.0473
H 12.37 6.51 1.64 0.0405
O 8.42 2.93 0.62 -0.0968
H 8.33 3.37 -0.23 0.0459
H 7.72 3.30 1.15 0.0549
O 14.27 4.89 -0.41 -0.0073
H 13.37 4.74 -0.15 -0.0557
H 14.50 4.14 -0.96 0.0639

=====

[4]
10
Properties=species:S:1:pos:R:3:lowdin_charge:R:1 method="wB97M-V/def2-TZVPD" e_above_lowest_kj_mol=0.0 total_charge=+2 gap_ev=4.34
Al 1.62 -0.36 -3.10 1.1212
N 0.17 -0.05 -0.58 -0.0264
S -1.02 -0.82 0.08 0.5091
O -2.26 -0.15 -0.03 0.0433
O -0.69 -1.62 1.22 0.0129
F -1.00 -1.99 -0.95 -0.0900
S 0.58 0.95 0.77 0.5870
O 1.37 0.40 1.79 -0.0208
O -0.39 1.96 0.93 -0.0147
F 1.62 1.69 -0.13 -0.1214